1.
Computed, not measured: the ion C4H13N2 with charge +1 in a non-equilibrium geometry, with wB97M-V/def2-TZVPD.

CARTESIAN COORDINATES (ANGSTROEM)
N: -0.47290 -1.97443 -0.38216
C: 0.87162 -1.42178 -0.73547
C: 1.05735 -0.08171 0.05800
N: -0.23120 0.56427 0.17694
C: -0.55163 1.68253 -0.70767
C: -0.49004 1.01843 1.57891
H: -0.79970 -2.72188 -0.99440
H: -1.10944 -1.15628 -0.44390
H: -0.51834 -2.24330 0.60444
H: 0.88497 -1.25803 -1.81380
H: 1.69882 -2.11219 -0.54964
H: 1.68402 0.44526 -0.65681
H: 1.57188 -0.24324 1.00152
H: 0.30874 2.29332 -0.98270
H: -1.37535 2.32261 -0.40055
H: -1.02879 1.30252 -1.64100
H: 0.32440 1.67762 1.93254
H: -0.43666 0.28920 2.38363
H: -1.38776 1.61709 1.57213

Charge: +1



2.
Computed, not measured: an isolated molecule of C4H13N3 in a non-equilibrium geometry, with wB97M-V/def2-TZVPD.

CARTESIAN COORDINATES (ANGSTROEM)
N: 0.19975 0.21803 -1.58812
C: 0.19188 0.43008 -0.24395
C: -1.02028 -0.36731 0.37980
C: -1.03637 -1.86691 -0.02575
N: 0.13444 -2.52878 0.57745
C: 0.16316 1.90009 0.17896
N: 1.45855 2.44086 0.56889
H: -0.58925 0.58125 -2.14666
H: 0.21619 -0.74532 -1.90068
H: 1.01974 -0.06484 0.25804
H: -0.98787 -0.25030 1.54388
H: -2.00048 0.06502 -0.04072
H: -1.12704 -1.88700 -1.20132
H: -1.96202 -2.35044 0.36607
H: 0.25081 -1.83975 1.37394
H: 0.08955 -3.44798 1.00150
H: -0.65097 1.98730 0.88945
H: -0.32874 2.32324 -0.70355
H: 1.54174 2.47768 1.58197
H: 2.18877 1.66465 0.33629

Charge: 0



3.
Computed, not measured: an isolated molecule of C5H6N2 in a non-equilibrium geometry, with wB97M-V/def2-TZVPD.

CARTESIAN COORDINATES (ANGSTROEM)
C: -1.40465 -0.57670 0.01924
C: -1.40976 0.96984 0.10333
C: 0.15801 0.82922 0.11240
N: 1.39460 1.27519 0.11661
C: 2.11739 0.10495 -0.06326
C: 1.31415 -1.01073 -0.16543
N: 0.05539 -0.49879 -0.04024
H: -1.85249 -0.99358 -0.88418
H: -1.76596 -1.10523 0.90372
H: -1.80568 1.50227 -0.77135
H: -1.52026 1.42931 1.09356
H: 3.19832 0.13032 -0.10781
H: 1.52094 -2.05608 -0.31660

Charge: 0



no.,frontier orbital gap (eV),E_LUMO (eV)
1,9.73,-3.40
2,9.72,1.04
3,9.42,0.89